Entry 1:
Computed, not measured: the molecule C3H7N5 in a non-equilibrium geometry, with ωB97M-V with the def2-TZVPD basis set.

Calculated values
E_tot   -10670.05462 eV
Frontier orbital gap   0.3371 hartree
SMILES string   [H]/N=c1/ccn(N)n1N
Maximum force   0.115 Eh/bohr

Structure (XYZ):
```
15
Properties=species:S:1:pos:R:3:forces:R:3
C -0.8374 -1.2550 0.4025 -1.802 -2.779 -0.289
C 0.4266 -1.6120 0.1996 1.743 3.265 -1.255
C 1.1196 -0.3342 -0.2956 2.213 -0.852 1.996
H -2.7823 1.2306 -0.4770 1.829 -1.660 1.121
H -2.4246 -0.1973 -1.3848 0.610 1.369 3.133
H -1.7163 -1.9729 0.4172 1.158 1.170 0.744
H 1.0965 -2.4270 0.3836 -0.580 -0.663 -0.027
H 2.9188 0.5571 -0.6821 -0.779 -0.182 0.337
H 1.3087 2.3632 0.0177 -2.484 -1.678 0.979
H 0.9343 1.3837 1.4366 -1.391 1.484 -2.830
N -2.3405 0.2638 -0.3376 -3.299 0.020 -4.905
N -1.1520 0.0684 0.2548 2.117 1.620 -0.015
N 2.4660 -0.2893 -0.2997 -3.896 0.354 -0.817
N 0.0612 0.7273 -0.3352 1.564 -1.279 0.172
N 0.4528 1.8397 0.4961 2.997 -0.188 1.656
```
Positions in Å, forces in eV/Å.

Entry 2:
Computed, not measured: a 19-piece molecular cluster, C45H128O19 overall in a non-equilibrium geometry, with ωB97M-V with the def2-TZVPD basis set.

Calculated values
E_tot   -87638.26265 eV
Frontier orbital gap   0.3720 hartree
Maximum force   0.080 Eh/bohr

Structure (XYZ):
```
192
Properties=species:S:1:pos:R:3:forces:R:3
C 5.0510 -0.8952 0.0486 1.493 -1.383 0.801
C 5.0930 -1.2661 1.5405 0.042 2.468 -0.168
C 6.1152 -0.4343 2.3656 0.101 -0.231 -0.107
O 3.8114 -1.1671 2.1608 -0.477 0.715 0.523
H 6.1183 -0.7784 -0.2173 -0.366 -0.205 -0.278
H 4.6090 0.0595 -0.1637 -0.755 0.107 -0.170
H 4.6669 -1.8010 -0.4699 -0.157 1.179 -0.242
H 5.2757 -2.2987 1.6269 0.848 -1.353 0.110
H 7.1599 -0.6379 2.1364 0.027 -0.214 -0.583
H 6.0324 -0.8463 3.3696 -0.198 0.657 0.452
H 6.0388 0.6907 2.3047 -0.538 -1.228 0.163
H 3.6829 -0.2448 2.4566 -0.041 -0.340 -0.421
C 3.1232 -4.3749 3.4793 1.024 0.348 -0.802
C 2.8758 -3.7280 4.8636 0.887 -0.592 -1.689
C 4.0236 -3.9171 5.8735 -0.763 0.295 -0.931
O 2.6247 -2.3601 4.5845 -0.015 0.917 0.572
H 4.1863 -4.2099 3.1030 -1.111 0.230 0.548
H 2.4373 -3.9034 2.7176 0.565 -0.657 0.807
H 3.0483 -5.4588 3.4589 -0.409 -0.180 0.141
H 1.9690 -4.1740 5.2544 -0.383 0.247 0.237
H 3.7199 -3.3811 6.7574 0.401 0.438 0.376
H 4.9131 -3.5398 5.3850 0.368 0.437 0.317
H 4.2431 -4.9313 6.1670 -0.274 -0.567 -0.125
H 3.2288 -1.9646 3.9087 -0.386 -0.872 0.417
C -1.4748 -2.8614 5.0158 -0.933 -1.143 0.415
C -0.7811 -3.8253 4.0682 -0.025 -2.059 -1.353
C -0.7235 -5.2713 4.6051 0.314 -1.156 -1.912
O -1.5447 -3.9870 2.8054 -0.788 1.949 1.525
H -0.9424 -2.8584 5.9752 0.353 0.437 -0.387
H -2.4546 -3.3461 5.3543 0.882 0.905 -0.933
H -1.6085 -1.8523 4.5928 -0.062 -0.465 0.320
H 0.2251 -3.5600 3.7298 0.015 0.597 0.569
H -0.1842 -5.9888 3.8234 -1.145 1.555 1.605
H -1.7472 -5.6118 4.7352 -0.288 -0.128 -0.430
H -0.3180 -5.4684 5.5668 0.993 0.355 0.894
H -1.1088 -4.5409 2.1618 0.693 -0.786 -0.367
C -4.6782 -0.6641 0.5549 -0.767 1.441 -1.505
C -4.0113 -1.9527 0.8679 0.070 -0.099 1.166
C -3.1061 -2.4543 -0.2432 -0.725 -1.360 -0.691
O -3.3361 -1.7316 2.1363 -0.573 1.513 -1.352
H -4.0050 0.2221 0.5241 0.132 -0.941 -0.322
H -5.4127 -0.3207 1.2666 -0.428 -0.398 0.477
H -5.2020 -0.7268 -0.4326 0.363 0.047 0.649
H -4.7117 -2.7589 1.1125 -0.456 0.203 -0.487
H -2.4083 -1.6824 -0.5912 0.322 -0.464 0.419
H -3.6857 -2.7877 -1.1916 0.462 0.669 1.827
H -2.6844 -3.4043 0.1900 0.455 1.025 -0.851
H -2.9785 -2.5572 2.3843 1.057 -1.696 0.698
C -0.8878 0.5426 -6.8543 -0.562 0.953 -0.580
C -0.8859 -0.8565 -6.2545 -1.692 0.498 0.143
C 0.3112 -1.0362 -5.3704 0.681 0.544 0.831
O -2.1342 -0.9513 -5.4265 1.672 0.822 -1.275
H -1.8019 0.6978 -7.5441 1.454 -0.176 1.174
H 0.0483 0.7320 -7.4378 -0.800 -0.212 0.354
H -0.8921 1.3118 -6.0263 -0.170 -0.728 -0.821
H -0.9658 -1.5790 -7.0879 0.135 0.057 0.481
H 0.5032 -2.0331 -4.9839 -0.085 -0.395 -0.489
H 0.0701 -0.4894 -4.4237 0.532 0.131 -0.789
H 1.2313 -0.6528 -5.8858 -0.714 -0.276 0.693
H -2.2681 -1.8846 -5.3654 -0.484 -1.233 0.436
C 4.0664 2.8034 4.4151 -0.649 -1.682 1.265
C 3.3038 3.5453 3.3342 0.122 1.849 0.353
C 4.1668 4.7785 2.8962 -0.021 -1.469 0.619
O 3.0607 2.6653 2.2860 -1.687 -0.535 -1.891
H 3.7774 3.1549 5.4373 0.474 -0.047 -0.794
H 5.1774 2.7620 4.3347 -0.816 0.321 -0.195
H 3.7009 1.7311 4.3854 0.448 1.020 0.101
H 2.3321 3.9457 3.7394 0.718 -0.475 -0.194
H 5.1720 4.3452 2.6257 -0.803 0.902 0.382
H 4.1555 5.4478 3.7779 0.580 -0.107 -0.602
H 3.7459 5.2786 2.0371 -0.172 0.215 -0.239
H 2.1984 2.8755 1.7928 1.574 -0.125 1.113
C 0.9665 0.0794 0.1677 -2.074 -2.130 0.365
C 0.4824 -0.5955 1.5019 2.324 0.421 -1.433
C -0.5960 0.2011 2.1690 -0.741 0.125 0.565
O 0.1833 -1.9743 1.1519 -0.965 0.322 1.879
H 1.1768 1.0776 0.3506 0.694 1.966 0.377
H 0.0717 0.0669 -0.4762 0.208 0.050 -0.084
H 1.7606 -0.4093 -0.3855 0.274 -0.237 0.301
H 1.3233 -0.5708 2.2141 0.053 -0.383 -0.285
H -0.6356 -0.1120 3.2233 -0.190 0.104 -0.265
H -1.5751 -0.0294 1.7434 0.087 0.292 -0.115
H -0.3893 1.3081 2.1752 -0.095 -1.269 -0.168
H -0.3416 -2.3559 1.9162 0.561 0.344 -1.269
C 0.4806 5.7880 -5.4267 1.214 -1.502 -0.460
C 0.3546 4.2316 -5.6681 -0.526 0.184 1.159
O 1.4644 3.5664 -6.2649 -0.465 0.777 0.005
H 1.2413 6.0380 -4.6654 -0.313 -0.271 -0.211
H -0.4380 6.2836 -5.1672 -0.539 -0.143 0.171
H 0.8271 6.1932 -6.3673 0.097 0.359 -0.266
H -0.4560 4.0112 -6.3514 -0.312 0.246 -0.119
H 0.0769 3.7282 -4.6989 0.284 0.394 -0.616
H 2.2281 3.7392 -5.7196 0.471 -0.156 0.357
C 0.4167 1.5790 5.0673 0.211 -1.972 0.337
C 0.7637 1.8780 6.5136 0.982 2.551 -1.098
O 0.9399 0.7618 7.2714 0.610 -2.603 0.685
H -0.4585 0.9059 5.0567 -0.077 0.707 -0.184
H 1.2041 0.9286 4.5835 -0.358 0.804 0.559
H 0.3164 2.4632 4.4724 -0.337 0.458 -0.392
H 0.0428 2.5321 7.0498 -0.017 -0.544 -0.545
H 1.6887 2.5283 6.4702 -0.426 -0.590 0.245
H 1.3403 0.0118 6.7608 -0.465 1.202 0.479
C -2.9385 2.7224 3.4609 -0.821 1.649 0.322
C -3.3845 2.1258 2.1223 1.221 1.287 1.849
O -2.4756 2.7254 1.2185 0.299 -0.754 -0.500
H -1.9042 2.4994 3.7346 -0.176 -0.127 -0.288
H -3.5835 2.4637 4.2892 -0.177 -0.516 0.301
H -3.0522 3.8494 3.4115 0.358 -1.090 -0.121
H -4.4071 2.4204 1.9287 -0.365 -0.020 -0.298
H -3.3066 1.0534 2.2300 0.072 -0.353 -0.578
H -2.9224 3.1227 0.4475 -0.097 -0.123 -0.135
C 0.1251 5.1942 -0.5670 0.039 0.048 -0.941
C -0.1278 4.8378 0.8853 -0.686 0.389 0.211
O 0.2645 3.5015 1.1778 -0.178 -0.037 -0.029
H -0.4768 4.4228 -1.1463 1.244 0.909 0.103
H 1.2455 5.2946 -0.8074 -1.660 -0.796 0.242
H -0.2625 6.1981 -0.8510 -0.077 -0.549 0.424
H -1.2192 4.8727 1.1444 0.844 0.481 -0.335
H 0.4105 5.5410 1.5159 0.068 -0.059 0.375
H -0.6015 3.0420 1.1974 0.381 -0.308 0.084
C -0.7196 -4.1526 -2.9268 -1.789 -2.430 2.814
C -2.2259 -4.2690 -3.2214 0.097 1.417 0.525
O -2.4320 -4.0506 -4.6141 -0.355 0.175 -0.814
H -0.2594 -5.0373 -3.3913 0.504 0.560 0.311
H -0.5886 -4.1085 -1.7843 0.025 -0.671 -1.531
H -0.3549 -3.2314 -3.2092 0.860 1.832 -1.270
H -2.7436 -3.3918 -2.6509 0.578 -1.965 -1.233
H -2.6520 -5.2724 -3.0109 0.230 0.741 0.624
H -2.3364 -4.8831 -5.1018 0.004 0.380 0.330
C -4.6904 1.5414 -5.1434 -0.491 0.468 0.412
C -3.7540 2.1185 -4.0971 -0.454 0.781 -0.616
O -4.3474 2.0313 -2.7771 0.097 0.164 0.075
H -4.2596 1.6476 -6.1458 0.024 -0.406 0.248
H -5.5998 2.1604 -5.1313 0.011 -0.399 -0.083
H -4.9364 0.4978 -4.8696 0.145 0.460 -0.519
H -3.5170 3.1970 -4.3586 -0.380 -1.127 0.789
H -2.8520 1.5642 -4.1079 1.118 -0.457 0.116
H -4.2168 1.1514 -2.3795 0.154 0.380 -0.470
C -1.5288 -7.5582 0.2049 -0.997 -0.043 -0.790
C -0.1808 -6.8899 0.3941 -1.165 0.412 0.145
O -0.4136 -5.5178 0.7453 0.689 -0.283 -0.376
H -2.1339 -7.0560 -0.6050 0.915 -0.589 0.392
H -2.2173 -7.4309 1.0702 0.847 -0.443 -0.153
H -1.3396 -8.6321 -0.0585 -0.565 0.840 0.329
H 0.3879 -6.9563 -0.5497 0.039 0.027 0.461
H 0.3190 -7.3919 1.2218 0.452 -0.077 -0.101
H 0.3888 -5.0410 0.4372 -0.243 0.266 0.119
C -6.9188 2.1029 -0.5541 -0.793 -0.792 -0.200
C -7.3152 3.0760 -1.6411 -0.702 1.548 0.858
O -7.0836 2.5781 -2.9297 -0.398 -0.007 -0.141
H -7.1630 2.3754 0.4959 0.435 0.275 -0.755
H -5.8543 1.9425 -0.7346 0.025 -0.404 0.681
H -7.5009 1.1768 -0.7454 0.635 0.212 0.110
H -6.8204 4.0485 -1.4472 0.381 -0.260 -0.365
H -8.3683 3.3930 -1.5561 0.103 -0.605 -0.270
H -6.1799 2.2383 -2.9826 0.099 0.131 0.171
C 5.4446 -0.7402 -4.1961 -2.072 -0.376 -2.815
C 3.9772 -0.7071 -3.7237 1.592 -0.588 -0.717
O 3.7354 0.1858 -2.7321 -0.057 3.145 1.151
H 5.5568 -1.4819 -5.0445 -0.043 0.758 0.915
H 5.9993 -1.0371 -3.3982 1.814 -1.035 2.282
H 5.8312 0.2024 -4.5119 0.064 0.864 -0.436
H 3.8866 -1.6178 -3.1929 -0.773 -1.610 -0.191
H 3.2686 -0.5558 -4.5179 -0.347 -0.421 -0.683
H 3.6166 1.0795 -3.1508 -0.134 -1.089 0.598
C -4.7777 5.6555 0.2910 -0.301 -0.918 -0.367
C -3.7687 5.2801 -0.7745 0.026 -0.234 -0.952
O -3.3949 3.8948 -0.8471 -1.148 -0.066 -0.687
H -4.4972 5.3972 1.2989 0.785 0.196 0.384
H -5.6945 5.0901 0.1931 -0.487 0.044 -0.494
H -4.9765 6.7083 0.1950 -0.208 0.463 0.177
H -2.8441 5.7979 -0.5599 0.283 0.305 -0.182
H -4.1142 5.5409 -1.8134 0.189 0.221 1.068
H -3.9956 3.4302 -1.4834 0.746 0.198 0.555
C 3.4685 -4.6012 -1.5857 1.542 1.000 -1.099
C 3.0800 -4.3103 -0.1831 -1.084 -1.170 1.591
O 1.6568 -3.9844 -0.1303 1.194 -0.437 -0.560
H 2.9062 -5.3780 -2.0907 0.041 -0.602 0.418
H 4.6185 -4.8157 -1.6032 -2.122 0.458 -0.368
H 3.1591 -3.7040 -2.1771 0.903 -0.387 0.232
H 3.7454 -3.5536 0.2759 -0.707 -0.086 -0.254
H 3.1690 -5.2305 0.4436 0.269 0.540 -0.294
H 1.4651 -3.2334 0.4330 -0.138 0.813 0.371
C 3.4333 3.5200 -1.9034 -0.701 -0.201 1.047
C 2.1068 2.8816 -2.3920 1.361 0.144 -0.859
O 2.3046 2.2516 -3.6995 -0.124 0.858 0.233
H 4.2222 2.7934 -1.6632 -0.315 -0.002 -0.248
H 3.2330 4.0606 -0.9215 0.173 -0.524 -1.278
H 3.8180 4.2206 -2.6459 -0.085 0.054 0.075
H 1.3790 3.6659 -2.4581 -0.517 0.367 -0.249
H 1.7365 2.1186 -1.7522 -0.165 -0.537 0.963
H 1.4596 1.8824 -4.0074 0.409 0.138 0.186
```
Positions in Å, forces in eV/Å.

Entry 3:
Computed, not measured: a 3-piece molecular cluster, C10H27FNO8P2S overall in a non-equilibrium geometry, with ωB97M-V with the def2-TZVPD basis set.

Calculated values
Total charge   +1
E_tot   -60804.74533 eV
Frontier orbital gap   0.3013 hartree
Maximum force   0.036 Eh/bohr

Structure (XYZ):
```
50
Properties=species:S:1:pos:R:3:forces:R:3
C -6.0875 -4.3704 -1.8258 0.434 -1.596 0.776
C -6.3347 -3.2482 -2.4099 -0.114 1.707 -0.440
S -5.9799 -1.6725 -1.6783 0.632 0.609 -0.883
N -4.3514 -1.7451 -1.3224 -0.558 -0.351 0.491
C -7.0150 -1.5881 -0.1294 0.289 0.301 0.964
C -6.2337 -1.6550 1.1712 -0.126 -0.122 -0.205
F -7.9758 -2.5193 -0.1914 -0.543 -0.898 -0.241
H -5.4597 -4.4867 -0.9599 -0.266 -0.028 0.533
H -6.5082 -5.2561 -2.2630 0.308 -0.473 -0.228
H -6.7469 -3.2053 -3.3967 -0.596 0.382 -0.169
H -4.0692 -0.9369 -0.7660 0.295 0.025 -0.263
H -4.1203 -2.5904 -0.8021 0.281 0.109 -0.061
H -7.5053 -0.6251 -0.1928 -0.045 0.296 -0.429
H -6.7566 -2.3319 1.8361 -0.133 -0.191 0.055
H -5.2120 -2.0001 1.0758 0.184 -0.004 0.030
H -6.2599 -0.6797 1.6328 0.279 0.254 0.160
C -0.3479 0.4673 2.6544 -0.069 0.097 0.177
O 0.2539 0.3586 1.3562 0.002 -0.014 -0.218
P -0.0680 -0.9356 0.4971 0.423 0.034 0.198
O -1.4921 -1.2206 0.3129 -0.498 -0.173 -0.047
O 0.7257 -2.0945 1.2078 -0.192 -0.047 -0.228
C 2.0919 -1.8904 1.6087 0.220 -0.035 0.147
O 0.7486 -0.6729 -0.8312 -0.179 0.001 0.149
C 0.0963 0.0921 -1.8568 -0.054 0.102 -0.203
H 0.3343 1.0257 3.2897 0.042 0.031 -0.086
H -1.2908 1.0046 2.5742 -0.013 -0.032 -0.014
H -0.5217 -0.5150 3.0962 -0.005 -0.012 -0.034
H 2.1187 -1.6586 2.6722 -0.024 0.025 -0.012
H 2.5643 -1.0848 1.0508 -0.038 0.005 -0.033
H 2.6342 -2.8146 1.4296 -0.089 -0.036 -0.036
H 0.8620 0.4617 -2.5333 0.076 -0.047 0.071
H -0.4439 0.9386 -1.4330 0.030 0.009 0.016
H -0.5924 -0.5462 -2.4077 -0.017 -0.005 0.039
C 5.6730 4.8994 -1.0311 -0.002 0.180 -0.079
O 5.3731 3.4966 -1.0114 0.052 -0.183 0.005
P 4.7074 2.9173 0.3130 0.143 0.088 0.015
O 3.5024 3.6098 0.7511 -0.124 0.098 0.169
O 5.8709 2.8991 1.3806 -0.159 -0.100 -0.033
C 7.1631 2.3944 1.0167 0.221 -0.014 -0.001
O 4.5227 1.3876 -0.0524 0.133 -0.029 -0.148
C 3.3198 1.0305 -0.7441 -0.130 -0.039 -0.039
H 6.5507 5.0431 -1.6567 -0.014 -0.087 -0.025
H 4.8318 5.4457 -1.4530 -0.022 0.005 0.058
H 5.8856 5.2754 -0.0296 -0.034 -0.007 0.009
H 7.8220 3.2320 0.7906 -0.017 0.000 -0.017
H 7.1128 1.7307 0.1551 -0.049 0.001 0.006
H 7.5614 1.8465 1.8667 -0.074 0.026 0.043
H 3.4672 0.0577 -1.2078 0.152 0.000 0.059
H 3.0812 1.7604 -1.5187 0.006 0.015 0.009
H 2.4979 0.9691 -0.0351 -0.017 0.123 -0.006
```
Positions in Å, forces in eV/Å.